1.
39
Properties=species:S:1:pos:R:3 method="wB97M-V/def2-TZVPD" homo_lumo_gap_ev=7.759
C -2.13 -0.98 0.03
C -1.43 0.04 0.88
C -0.01 -0.14 1.09
N 0.58 -1.13 0.55
N 1.91 -1.37 0.69
C 2.88 -0.65 1.31
O 2.70 0.40 1.90
C 4.26 -1.29 1.20
S 5.31 -0.37 0.02
C 4.58 -0.59 -1.55
N 4.87 0.34 -2.40
N 4.48 0.24 -3.67
C 3.76 -0.80 -4.21
O 3.43 -0.86 -5.37
N 3.46 -1.77 -3.27
C 3.82 -1.79 -1.94
O 3.51 -2.72 -1.23
C -2.04 1.07 1.50
C -3.44 1.45 1.44
C -4.21 1.36 0.28
C -5.54 1.74 0.28
C -6.13 2.22 1.44
C -5.37 2.34 2.60
C -4.04 1.97 2.59
H -3.18 -1.05 0.29
H -1.64 -1.94 0.17
H -2.03 -0.72 -1.02
H 0.49 0.61 1.70
H 2.19 -2.21 0.19
H 4.23 -2.34 0.92
H 4.78 -1.16 2.14
H 4.76 1.01 -4.28
H 2.93 -2.57 -3.61
H -1.43 1.68 2.16
H -3.75 1.02 -0.63
H -6.12 1.66 -0.63
H -7.17 2.51 1.44
H -5.82 2.72 3.50
H -3.45 2.07 3.50


2.
8
Properties=species:S:1:pos:R:3 method="wB97M-V/def2-TZVPD" charge=-1 homo_lumo_gap_ev=8.001
N -0.05 0.66 -0.46
S 1.13 0.53 0.54
N 1.60 -0.93 -0.23
O 0.48 0.57 1.84
O 2.32 1.53 0.53
H -0.73 1.32 -0.10
H 1.70 -0.51 -1.21
H 0.55 -1.03 -0.43


Calculated F_max, 0.0186 0.0977 Eh/bohr (same order as the records).
Calculated energy relative to the best compared isomer or geometry (same formula, charge and spin), 0.00 141.83 kJ/mol (same order as the records).
Calculated calculated total energy, -40226.14943 -17958.33014 eV (same order as the records).